22
Properties=species:S:1:pos:R:3 method="wB97M-V/def2-TZVPD" gap_ev="9.55 / 5.41" e_above_lowest_kcal_mol=0.0 total_charge=0 lumo_energy_ev="0.494 / -3.590" multiplicity=3 homo_ev="-9.051 / -9.003"
S -2.226 -1.047 -0.101
S -4.557 0.899 0.211
O -2.803 -0.840 1.243
O -2.293 -2.299 -0.832
O -2.571 0.211 -0.852
C 0.084 0.441 0.341
C -3.552 3.573 0.014
C 1.694 -1.581 -0.553
C 3.748 -0.451 0.273
C 2.278 -0.488 0.083
C 0.352 -1.779 -0.626
C 1.481 0.572 0.439
C -0.455 -0.711 -0.127
C -4.059 2.462 0.025
H 1.959 1.415 0.931
H 4.151 -1.479 -0.039
H -0.062 -2.527 -1.128
H -3.189 4.516 -0.100
H 4.249 0.427 -0.234
H -0.676 1.171 0.608
H 2.445 -2.227 -0.911
H 4.005 -0.257 1.336